[1]
{
  "formula": "C4H8O2",
  "method": "wB97M-V/def2-TZVPD",
  "max_force_ha_per_bohr": 0.030,
  "energy_ha": -307.6050,
  "elements": ["O", "O", "C", "C", "C", "C", "H", "H", "H", "H", "H", "H", "H", "H"],
  "xyz": [[0.007613, -1.890262, 0.768936], [-1.001962, 2.399419, -2.680960], [1.292397, -1.819633, 1.253145], [-1.302200, 1.165037, -0.660711], [1.623129, -0.882753, 2.134269], [-1.172860, 1.226384, -1.969338], [0.031063, -2.210715, -0.132990], [1.750574, -2.794791, 1.071241], [-1.246670, 3.089327, -2.048662], [-1.383428, 0.249426, -0.097564], [-1.054749, 0.399730, -2.667021], [0.926929, -0.085935, 2.369033], [-0.955938, 2.050472, -0.118092], [2.486098, -0.895710, 2.778720]],
  "forces_ev_per_a": [[-0.2791, 0.8348, -0.2736], [-0.2674, -0.3704, 0.8512], [-0.6694, -0.9033, 1.0370], [0.9129, 0.3112, 0.5838], [-0.2138, -0.0711, 0.0400], [0.5611, 0.1031, -1.3838], [-0.0595, -0.1927, -0.2096], [0.9383, 0.6476, 0.0760], [0.1831, 0.2574, -0.3193], [-0.0556, -0.1103, -0.1618], [-0.5554, -0.1152, 0.3040], [-0.1141, -0.0314, -0.2997], [-0.7649, -0.0741, 0.1299], [0.3836, -0.2856, -0.3738]],
  "lowdin_charge": [-0.0438, -0.0243, -0.2745, -0.0040, 0.0164, -0.2773, 0.0873, 0.1113, 0.0892, 0.0351, 0.1110, 0.0592, 0.0668, 0.0477]
}


[2]
{
  "formula": "C4H8O2",
  "method": "wB97M-V/def2-TZVPD",
  "max_force_ha_per_bohr": 0.059,
  "energy_ha": -307.5568,
  "elements": ["O", "O", "C", "C", "C", "C", "H", "H", "H", "H", "H", "H", "H", "H"],
  "xyz": [[1.313270, 0.886916, 0.868846], [0.108843, -2.549588, 1.050654], [-1.002977, 1.564316, 0.449920], [0.330558, 1.044192, -0.049997], [0.516371, -0.420478, -0.100877], [-0.368896, -1.411371, 0.443259], [-0.921816, 2.643191, 0.604677], [-0.502853, -1.297026, -0.803433], [-1.797092, 1.376242, -0.282981], [-1.264282, 1.110265, 1.411728], [-1.358355, -1.182763, 0.837546], [1.375839, -0.848522, -0.606560], [0.610268, 1.526843, -0.994582], [1.076147, -2.556986, 1.007730]],
  "forces_ev_per_a": [[-0.0536, -1.3239, -0.0571], [0.2056, -0.0389, -0.5505], [-0.0674, 0.1114, 0.0422], [-0.8361, 0.0924, -0.9257], [1.7442, 1.4098, 2.0500], [-0.4507, 0.5628, -1.5744], [-0.0511, -0.0812, -0.0276], [-0.8875, -1.8720, 1.1758], [0.0668, 0.0660, 0.1200], [0.0647, 0.0457, -0.1952], [0.3612, 0.3628, -0.0226], [0.0171, 0.3975, -0.1253], [0.0943, 0.2423, 0.0599], [-0.2076, 0.0253, 0.0307]],
  "lowdin_charge": [-0.0727, 0.0144, -0.0440, -0.5240, -0.1068, -0.2427, 0.0802, 0.2034, 0.0837, 0.0820, 0.1365, 0.1417, 0.1369, 0.1114]
}


[3]
{
  "formula": "C4H8O2",
  "method": "wB97M-V/def2-TZVPD",
  "max_force_ha_per_bohr": 0.012,
  "energy_ha": -307.6751,
  "elements": ["O", "O", "C", "C", "C", "C", "H", "H", "H", "H", "H", "H", "H", "H"],
  "xyz": [[1.443131, 0.036401, 0.408933], [0.816929, -0.960746, -1.576431], [-0.567957, 0.740203, -0.549565], [-0.862970, 0.133988, 0.840880], [0.872856, 0.241809, -0.847677], [0.444360, -0.599592, 1.191904], [0.734821, -0.507446, 2.239978], [-1.315448, 0.438325, -1.299481], [-0.580991, 1.831254, -0.531500], [1.524119, 0.950058, -1.371281], [0.389721, -1.662934, 0.926027], [-1.073625, 0.923010, 1.566650], [-0.106283, -1.015736, -1.835964], [-1.718668, -0.548597, 0.837531]],
  "forces_ev_per_a": [[0.1044, -0.0449, -0.0425], [-0.2110, -0.0188, -0.1205], [0.1281, 0.1329, 0.0050], [-0.0215, 0.0058, 0.1049], [-0.2715, 0.5176, 0.0117], [-0.1487, -0.1013, 0.2285], [-0.0421, -0.0163, -0.1263], [0.3566, 0.0113, 0.0635], [0.0039, -0.0774, 0.0907], [-0.1772, -0.0420, 0.0967], [-0.0190, 0.1406, 0.0733], [0.0394, -0.1049, -0.0667], [0.1142, -0.5266, -0.2769], [0.1445, 0.1241, -0.0414]],
  "lowdin_charge": [-0.0721, 0.0148, -0.1057, -0.1417, -0.4203, -0.1874, 0.1217, 0.1123, 0.1115, 0.1533, 0.1179, 0.1059, 0.0808, 0.1089]
}


[4]
{
  "formula": "C4H8O2",
  "method": "wB97M-V/def2-TZVPD",
  "max_force_ha_per_bohr": 0.015,
  "energy_ha": -307.6528,
  "elements": ["O", "O", "C", "C", "C", "C", "H", "H", "H", "H", "H", "H", "H", "H"],
  "xyz": [[-0.365263, -0.946049, -0.405440], [0.363979, 1.319008, 2.010579], [-0.310205, 0.788664, 1.165056], [0.310022, -1.944209, 0.371872], [0.175044, 0.342270, -0.204772], [-0.301363, 1.372716, -1.246007], [-0.222066, -2.899749, 0.262702], [-1.379540, 0.492902, 1.316285], [0.118265, 2.369310, -1.026378], [-1.390857, 1.478739, -1.240026], [1.276779, 0.334819, -0.206489], [0.362922, -1.717898, 1.455553], [1.337203, -2.088534, 0.002324], [0.023460, 1.103120, -2.254516]],
  "forces_ev_per_a": [[0.1690, -0.3520, -0.0508], [-0.3992, -0.0843, -0.3061], [0.2106, -0.1236, 0.2299], [0.0844, -0.1811, -0.0306], [0.2595, 0.7359, 0.1282], [-0.0344, -0.1022, 0.0563], [0.0109, 0.4644, -0.1142], [0.2115, 0.2783, 0.1840], [-0.0378, -0.4751, 0.0996], [0.0995, -0.1590, -0.0164], [-0.1732, -0.1605, 0.0511], [-0.1230, 0.1600, -0.4726], [-0.1872, 0.1227, 0.0876], [-0.0906, -0.1234, 0.1541]],
  "lowdin_charge": [-0.1620, 0.0712, -0.2383, -0.0850, -0.3983, -0.0239, 0.0926, 0.1466, 0.0931, 0.0838, 0.1520, 0.0936, 0.0921, 0.0826]
}


[5]
{
  "formula": "C4H8O2",
  "method": "wB97M-V/def2-TZVPD",
  "max_force_ha_per_bohr": 0.017,
  "energy_ha": -307.5629,
  "elements": ["O", "O", "C", "C", "C", "C", "H", "H", "H", "H", "H", "H", "H", "H"],
  "xyz": [[-0.341000, 0.736125, 0.554327], [3.334910, 0.513416, 0.855844], [-0.609615, -0.307399, -0.363675], [-2.109895, -0.342909, -0.579197], [2.166237, 0.658565, 0.823200], [0.916437, 1.053146, 0.996026], [-2.364667, -1.136420, -1.290050], [1.812513, -1.110073, -0.284140], [0.892269, 1.874946, 1.702183], [-0.092279, -0.125796, -1.316253], [1.889558, -0.624354, -0.839977], [-0.255842, -1.270359, 0.031898], [-2.464791, 0.609675, -0.982562], [-2.633220, -0.538027, 0.361013]],
  "forces_ev_per_a": [[-0.0418, 0.0536, 0.0361], [-0.8457, 0.1453, 0.0144], [-0.0242, -0.1927, -0.1691], [-0.0232, 0.0330, 0.0214], [0.5778, 0.2254, 0.2765], [0.1619, 0.1504, 0.1578], [0.0605, 0.1175, 0.1123], [0.0876, -0.2700, -0.3301], [-0.0440, 0.0271, 0.0197], [-0.0666, 0.0049, 0.1498], [0.0677, -0.3670, -0.2102], [-0.0485, 0.1589, -0.0250], [0.0573, -0.1127, 0.0554], [0.0812, 0.0262, -0.1090]],
  "lowdin_charge": [-0.1100, 0.1086, -0.3100, -0.0715, -0.2578, -0.1540, 0.0793, 0.1044, 0.1321, 0.1060, 0.1056, 0.1072, 0.0802, 0.0801]
}


[6]
{
  "formula": "C4H8O2",
  "method": "wB97M-V/def2-TZVPD",
  "max_force_ha_per_bohr": 0.009,
  "energy_ha": -307.6732,
  "elements": ["O", "O", "C", "C", "C", "C", "H", "H", "H", "H", "H", "H", "H", "H"],
  "xyz": [[0.141943, 0.966737, 1.454592], [2.315453, -0.402577, 0.798158], [-0.693172, 0.179106, -0.712051], [0.432680, 0.875741, 0.088677], [-1.293446, -1.021210, 0.016256], [1.744525, 0.151984, -0.112322], [-1.449481, -0.768316, 1.067753], [-2.262719, -1.285573, -0.418368], [-1.475039, 0.921978, -0.898774], [2.160653, 0.153472, -1.139472], [0.767135, 0.368755, 1.899808], [0.568813, 1.890886, -0.318062], [-0.306748, -0.123467, -1.695451], [-0.650592, -1.907522, -0.030745]],
  "forces_ev_per_a": [[0.0846, -0.0469, 0.0999], [-0.1901, 0.1970, -0.3473], [-0.0705, 0.0438, -0.0775], [0.0695, -0.0066, -0.1669], [-0.0086, -0.0692, 0.0502], [0.1333, -0.1748, 0.2624], [-0.0504, -0.0868, -0.1483], [0.1837, 0.0044, 0.0316], [0.0915, -0.0854, 0.0488], [-0.0719, -0.0670, 0.0923], [-0.0773, 0.1374, 0.0071], [0.0030, -0.1442, 0.0210], [-0.0559, 0.1388, 0.1132], [-0.0410, 0.1596, 0.0134]],
  "lowdin_charge": [-0.0265, 0.0662, -0.1953, -0.3784, -0.0954, -0.1949, 0.0727, 0.0734, 0.1107, 0.1352, 0.0919, 0.1522, 0.1100, 0.0783]
}


[7]
{
  "formula": "C4H8O2",
  "method": "wB97M-V/def2-TZVPD",
  "max_force_ha_per_bohr": 0.025,
  "energy_ha": -307.6145,
  "elements": ["O", "O", "C", "C", "C", "C", "H", "H", "H", "H", "H", "H", "H", "H"],
  "xyz": [[-0.396210, -0.152116, -0.773878], [1.882763, -0.208480, 0.339860], [-0.011462, 1.041593, 1.188200], [1.150923, 0.753245, 0.231987], [-1.131098, 0.505339, 0.281150], [0.020230, -1.563061, -0.553036], [0.423658, -1.898072, 0.423237], [-0.088331, 2.110530, 1.425135], [0.114430, 0.468804, 2.112153], [-1.818836, -0.203545, 0.746239], [-1.742830, 1.319123, -0.144070], [1.328181, 1.523297, -0.539694], [0.805746, -1.817849, -1.282568], [-0.899760, -2.081451, -0.759077]],
  "forces_ev_per_a": [[-0.2719, -1.0759, -0.2010], [0.5871, 0.9951, 0.5014], [0.1632, -0.1493, -0.0313], [1.0963, 0.1621, 0.6524], [0.0522, -0.3355, -0.0302], [-0.7866, 0.3349, -0.3234], [-0.4842, 0.9708, -0.2850], [-0.0670, -0.2717, -0.0804], [0.0016, 0.0802, -0.1954], [0.0530, 0.0436, 0.1966], [0.4333, -0.4390, -0.1703], [-0.0028, -0.0367, 0.0129], [-0.5681, 0.4452, 0.1230], [-0.2061, -0.7240, -0.1693]],
  "lowdin_charge": [-0.2356, -0.0073, -0.0992, -0.3152, -0.1804, -0.0518, 0.1007, 0.1111, 0.1162, 0.1180, 0.1261, 0.1358, 0.1019, 0.0798]
}


[8]
{
  "formula": "C4H8O2",
  "method": "wB97M-V/def2-TZVPD",
  "max_force_ha_per_bohr": 0.010,
  "energy_ha": -307.6389,
  "elements": ["O", "O", "C", "C", "C", "C", "H", "H", "H", "H", "H", "H", "H", "H"],
  "xyz": [[-2.195267, 2.484390, 1.869991], [-1.077768, -0.423893, 0.693809], [-1.179137, 1.851404, 1.994836], [1.068606, -1.609557, -1.173713], [0.828069, -0.165344, -0.713655], [-0.634536, -0.097512, -0.381956], [-0.284386, 2.065884, 1.374243], [-1.060967, 1.025487, 2.718525], [1.085560, 0.549791, -1.502501], [1.406410, 0.055439, 0.188783], [0.317394, -1.916605, -1.910253], [2.052927, -1.723791, -1.628158], [0.990761, -2.288466, -0.320233], [-1.317665, 0.192775, -1.209718]],
  "forces_ev_per_a": [[0.4064, -0.2613, 0.1064], [0.0441, 0.0384, -0.3564], [-0.2532, 0.3041, 0.0013], [0.0938, -0.1595, -0.0626], [-0.0324, 0.0064, 0.0281], [-0.1181, -0.0657, 0.1742], [-0.0713, 0.0370, 0.0837], [-0.1099, 0.1411, -0.0132], [-0.0792, -0.1078, 0.1074], [-0.0332, -0.0252, -0.1506], [0.1385, 0.0449, 0.0390], [-0.0359, -0.0009, 0.0432], [0.0053, 0.0823, -0.1274], [0.0450, -0.0338, 0.1271]],
  "lowdin_charge": [-0.0024, 0.0230, -0.1756, -0.0982, -0.2155, -0.2909, 0.0789, 0.0850, 0.1108, 0.1150, 0.0785, 0.0733, 0.0824, 0.1357]
}


In order of appearance, Kohn-Sham gap = 9.97, 9.92, 11.22, 10.67, 8.95, 11.21, 10.32, 10.59 eV.
In order of appearance, LUMO level = 0.809, 0.690, 0.925, 1.018, 0.710, 0.831, 1.014, 0.745 eV.
In order of appearance, molar mass = 88.1, 88.1, 88.1, 88.1, 88.1, 88.1, 88.1, 88.1 g/mol.